[1]
Below is a structure of composition C23H30F4N2P at a distorted geometry, with properties calculated with ωB97M-V/def2-TZVPD.

Geometry (Å):
F: -5.11656 0.80104 -2.00411
C: -3.99307 0.06587 -2.33490
C: -4.15744 -1.26858 -2.70407
C: -2.98331 -1.98483 -2.98563
F: -3.09699 -3.31515 -3.33695
C: -1.72432 -1.41528 -2.89886
C: -1.56549 -0.10793 -2.35131
C: -0.22646 0.31499 -1.90519
C: 0.23499 1.71587 -2.11455
C: 1.47871 1.97631 -2.76914
C: 2.00022 3.23892 -2.77893
F: 3.29268 3.44689 -3.23266
C: 1.31769 4.38190 -2.27790
C: 0.05234 4.08724 -1.67944
F: -0.65190 5.15520 -1.16171
C: -0.47857 2.82965 -1.62450
C: -2.74516 0.68711 -2.26658
H: -5.12029 -1.76450 -2.65516
H: -0.85578 -1.96924 -3.27309
H: 0.54216 -0.42138 -2.28623
H: 1.99323 1.16747 -3.30909
H: 1.75194 5.33658 -2.23145
H: -1.47388 2.67081 -1.17650
H: -2.70763 1.77565 -2.20160
C: -1.08955 -3.92043 2.05245
C: -1.31682 -2.48213 1.59017
C: -1.76699 -2.47710 0.13028
C: -2.41857 -1.83523 2.44342
N: -0.08792 -1.67192 1.71326
C: 1.21050 -2.37120 1.68229
C: 2.27845 -1.29198 1.75048
N: 1.56761 -0.00048 1.81196
C: 2.37190 1.23884 1.80234
C: 3.77147 1.00321 2.37045
C: 1.64301 2.29528 2.64650
C: 2.48474 1.75374 0.36887
P: 0.00274 -0.06765 1.10554
H: -0.18170 0.19632 -0.55240
H: -0.71782 -3.95675 3.08045
H: -2.05566 -4.44196 2.03973
H: -0.41891 -4.47429 1.38450
H: -2.05982 -1.46454 -0.18576
H: -0.95254 -2.82277 -0.52697
H: -2.64770 -3.12452 0.00309
H: -2.66688 -0.81722 2.10834
H: -3.33800 -2.43599 2.37691
H: -2.11535 -1.79176 3.50050
H: 1.33532 -3.07046 2.52079
H: 1.28945 -2.90912 0.72366
H: 2.92541 -1.45923 2.62517
H: 2.88174 -1.31171 0.82878
H: 4.38709 0.36475 1.72468
H: 4.27505 1.97692 2.44231
H: 3.72517 0.59025 3.38146
H: 0.65255 2.55113 2.24193
H: 1.51846 1.94257 3.68137
H: 2.23979 3.21807 2.66959
H: 1.49406 2.02991 -0.02331
H: 3.11200 2.65847 0.33642
H: 2.90058 0.97436 -0.28965

Output
HOMO energy	-0.4516	hartree
energy above the lowest of the compared OMol25 structures with the same formula, charge and spin	1.068	eV
calculated total energy	-47468.89132	eV
multiplicity	1
net charge	+1
largest force on an atom	5.58	eV Å⁻¹

Charges per atom according to Mulliken partitioning, unit e: number 1, F, carries -0.310; number 2, C, carries 0.201; number 3, C, carries -0.542; number 4, C, carries 0.219; number 5, F, carries -0.348; number 6, C, carries -0.335; number 7, C, carries 0.290; number 8, C, carries 0.963; number 9, C, carries -0.026; number 10, C, carries -0.269; number 11, C, carries 0.315; number 12, F, carries -0.338; number 13, C, carries -0.799; number 14, C, carries 0.255; number 15, F, carries -0.318; number 16, C, carries -0.442; number 17, C, carries -0.665; number 18, H, carries 0.484; number 19, H, carries 0.441; number 20, H, carries 0.647; number 21, H, carries 0.440; number 22, H, carries 0.543; number 23, H, carries 0.509; number 24, H, carries 0.640; number 25, C, carries -1.959; number 26, C, carries 1.490; number 27, C, carries -1.467; number 28, C, carries -1.858; number 29, N, carries 0.331; number 30, C, carries -0.376; number 31, C, carries -0.367; number 32, N, carries 0.282; number 33, C, carries 1.487; number 34, C, carries -1.942; number 35, C, carries -1.854; number 36, C, carries -1.221; number 37, P, carries -0.314; number 38, H, carries -0.984; number 39, H, carries 0.450; number 40, H, carries 0.463; number 41, H, carries 0.370; number 42, H, carries 0.173; number 43, H, carries 0.386; number 44, H, carries 0.530; number 45, H, carries 0.349; number 46, H, carries 0.437; number 47, H, carries 0.434; number 48, H, carries 0.347; number 49, H, carries 0.264; number 50, H, carries 0.363; number 51, H, carries 0.263; number 52, H, carries 0.376; number 53, H, carries 0.464; number 54, H, carries 0.433; number 55, H, carries 0.339; number 56, H, carries 0.443; number 57, H, carries 0.447; number 58, H, carries -0.052; number 59, H, carries 0.536; number 60, H, carries 0.381

=====

[2]
Below is the ion C6H10NO with charge +1 at a distorted geometry, with properties calculated with ωB97M-V/def2-TZVPD.

Geometry (Å):
C: -1.48360 1.55582 -0.98045
C: 0.27709 0.35671 -0.60371
C: -1.04330 0.10454 -1.36271
C: 0.03720 1.85578 -0.63416
C: -0.15027 -0.34676 1.59422
C: 1.02178 -1.68467 -0.27285
N: 0.76999 -0.38357 0.47909
O: -1.42776 -0.78745 -2.02721
H: -2.33887 1.55779 -0.22869
H: 0.57383 2.19936 -1.50103
H: 0.20095 2.54459 0.14941
H: -1.06541 -1.04876 1.36372
H: 0.27748 -0.80697 2.50442
H: -0.52576 0.69828 1.97217
H: 0.16741 -1.81879 -0.89303
H: 1.97468 -1.49344 -0.83545
H: 1.09913 -2.50483 0.47499
H: 1.63544 0.00238 0.80128

Output
HOMO energy (alpha / beta)	-0.5038 / -0.5012	hartree
energy above the lowest of the compared OMol25 structures with the same formula, charge and spin	5.063	eV
calculated total energy	-9909.32996	eV
multiplicity	1
net charge	+1
largest force on an atom	4.93	eV Å⁻¹

Charges per atom according to Mulliken partitioning, unit e: number 1, C, carries -0.477; number 2, C, carries -0.232; number 3, C, carries 0.463; number 4, C, carries -0.336; number 5, C, carries -0.805; number 6, C, carries -0.661; number 7, N, carries 0.141; number 8, O, carries -0.468; number 9, H, carries 0.282; number 10, H, carries 0.265; number 11, H, carries 0.389; number 12, H, carries 0.354; number 13, H, carries 0.384; number 14, H, carries 0.305; number 15, H, carries 0.362; number 16, H, carries 0.334; number 17, H, carries 0.368; number 18, H, carries 0.330

=====

Q: What is the formula in the first record?
A: C23H30F4N2P

=====

Q: The lowest calculated total energy belongs to which entry?
A: C23H30F4N2P